1.
DFT (ωB97M-V/def2-TZVPD) results for C6H14Br2ClIMgOP2 as an isolated structure.

Structure (XYZ):
```
28
Properties=species:S:1:pos:R:3:mulliken_charge:R:1
H 0.474 -2.243 -1.075 0.57
C 3.071 -0.154 -0.344 -0.61
H 2.745 -1.707 -1.814 0.39
P 0.341 2.161 1.283 0.38
H 3.498 0.665 -0.949 0.54
C 1.096 -1.657 -0.415 -1.07
H -4.312 0.791 -0.127 0.41
Br -1.938 1.251 -1.452 -0.09
H 3.910 -0.687 0.084 0.59
I 1.993 -2.964 0.999 0.31
H -3.987 -0.380 1.141 0.38
H 1.711 -0.312 -1.989 0.42
Br -1.735 -2.467 1.181 0.07
H 2.481 0.278 0.447 -0.01
C -1.503 -0.594 0.771 -0.62
H 1.177 -0.322 1.509 0.14
H -1.829 -0.142 1.696 0.64
C 2.179 -0.969 -1.264 -1.05
P 0.268 -0.157 0.455 -0.03
H 0.602 0.557 -0.712 0.08
H -4.513 -0.910 -0.431 0.32
H -0.008 3.509 -0.361 0.31
C -3.901 -0.185 0.083 -1.22
C -2.457 -0.290 -0.392 0.23
O 0.733 3.015 0.024 -0.30
H -2.368 -1.131 -1.061 0.48
Cl -1.380 2.945 1.880 -0.10
Mg 3.653 2.099 0.832 0.88
```

Results
Molecular weight in g mol⁻¹: 510.59
Gap between HOMO and LUMO in eV: 4.464
Multiplicity: 1
Energy in eV: -193207.5460
Charge: +2

2.
DFT (ωB97M-V/def2-TZVPD) results for a 2-piece molecular cluster, C7H12 overall.

Structure (XYZ):
```
19
Properties=species:S:1:pos:R:3:mulliken_charge:R:1
H -1.258 -1.392 0.630 0.30
C 0.760 -0.326 0.457 0.77
H -0.138 -2.026 -0.606 0.28
H 0.888 1.600 -0.770 0.30
C -1.791 0.550 -1.578 -0.94
H 2.849 -0.389 1.033 0.37
H -2.760 0.064 -1.487 0.27
C 0.718 0.521 -0.843 -0.66
H 1.883 -1.735 1.664 0.37
H -1.223 2.387 0.915 0.19
H 1.392 0.105 -1.604 0.28
C -0.704 0.031 -1.024 0.41
H 0.446 0.302 1.310 -0.03
H -2.059 1.046 1.589 0.19
C -0.462 -1.123 -0.072 -0.66
H 2.347 -1.703 -0.048 0.35
H -1.749 1.476 -2.148 0.28
C 2.031 -1.080 0.798 -1.63
C -1.171 1.691 1.783 -0.42
```

Results
Molecular weight in g mol⁻¹: 96.17
Gap between HOMO and LUMO (alpha / beta) in eV: 8.496 / 8.612
Multiplicity: 1
Energy in eV: -7447.6417
Energy relative to the best compared isomer or geometry (same formula, charge and spin) in kJ/mol: 558.6

3.
DFT (ωB97M-V/def2-TZVPD) results for a 3-piece molecular cluster, C34H26FN3O8PS overall.

Structure (XYZ):
```
74
Properties=species:S:1:pos:R:3:mulliken_charge:R:1
H 4.901 -5.251 -0.807 0.33
H -8.093 -5.580 1.574 0.46
C -9.139 -5.233 4.776 -0.48
S 1.594 0.764 -1.795 1.44
C -5.809 -4.361 2.261 0.52
C 4.906 9.025 -2.873 -0.57
H -0.610 4.570 -2.480 0.45
H 0.584 6.446 -3.555 0.49
H -9.984 -5.464 5.411 0.41
C 0.314 4.939 -2.055 -0.62
O 0.936 -4.951 -2.025 -0.51
H 4.530 9.439 -3.799 0.47
H 4.837 -2.764 -1.436 0.42
C 2.171 6.461 -2.116 0.19
H -1.680 -2.332 1.876 0.32
C 4.861 -3.565 -2.164 -0.54
P -1.522 -3.442 -1.369 0.31
C 2.565 -1.752 -2.229 0.23
C 5.572 -4.751 -1.496 -1.23
C -2.527 -2.150 3.839 -0.67
H 6.663 10.245 -2.852 0.41
C 5.866 7.953 -0.492 -0.56
C 1.165 -3.625 -2.003 0.12
C -8.039 -4.579 5.305 -0.56
H -3.602 -2.136 5.695 0.49
C -3.580 -3.307 2.009 -0.22
O 0.380 1.353 -2.195 -0.50
C 1.429 -1.035 -1.883 -0.48
C -9.161 -5.588 3.432 -0.49
H 7.506 9.307 -0.724 0.40
H -1.387 -4.743 -0.864 0.19
C -2.516 -2.577 2.514 -0.09
O 2.441 8.081 -3.802 -0.65
H 2.415 4.376 0.544 0.50
C 0.834 4.354 -0.904 -0.57
O 4.362 5.913 0.696 -0.66
H -3.588 -3.635 0.985 0.56
H 5.441 -3.316 -3.049 0.38
C 4.674 7.485 -1.031 0.19
C 6.100 9.477 -2.339 -0.47
C 2.683 5.885 -0.953 0.27
H 6.235 7.536 0.434 0.47
C -3.593 -2.463 4.664 -0.58
O -5.771 -3.233 6.239 -0.65
N 0.232 -1.482 -1.618 -0.67
C -8.078 -5.302 2.618 -0.53
N 0.162 -2.804 -1.710 0.60
H 0.428 -5.175 -2.818 0.40
C 4.185 8.033 -2.220 0.21
N 3.502 -3.986 -2.594 -0.27
C 6.576 8.946 -1.144 -0.48
H 3.480 -4.294 -3.557 0.32
C 2.471 -3.132 -2.281 0.13
H 6.005 -5.433 -2.217 0.33
C -6.955 -4.277 4.491 0.15
C -4.657 -3.609 2.832 -0.13
H -10.026 -6.092 3.020 0.40
H -1.700 -1.569 4.227 0.40
H -2.059 -3.491 -2.671 0.13
C 3.943 6.390 -0.339 0.53
H 0.314 3.527 -0.437 0.67
C -6.970 -4.650 3.144 0.17
C 2.894 7.572 -2.799 0.62
C 2.011 4.827 -0.352 -0.65
C -4.659 -3.198 4.165 0.13
O 2.800 1.125 -2.437 -0.60
C 0.981 5.990 -2.659 -0.66
O -5.796 -4.723 1.100 -0.69
H -8.020 -4.297 6.348 0.48
O -2.275 -2.531 -0.521 -0.48
H 6.359 -4.331 -0.874 0.36
H 3.478 -1.221 -2.446 0.78
C -5.795 -3.544 5.068 0.61
F 1.802 0.953 -0.282 -0.18
```

Results
Molecular weight in g mol⁻¹: 686.63
Gap between HOMO and LUMO in eV: 5.456
Multiplicity: 1
Energy in eV: -79363.6324
Charge: +1

4.
DFT (ωB97M-V/def2-TZVPD) results for C30H26CdClN8O5 as an isolated structure.

Structure (XYZ):
```
71
Properties=species:S:1:pos:R:3:mulliken_charge:R:1
H -3.824 -3.790 -0.129 0.44
C -0.080 -4.031 -0.985 0.39
H -0.491 -3.515 -3.017 0.36
C 3.179 4.464 -0.513 -0.50
C -4.493 -2.321 1.207 0.47
H -0.674 -2.022 4.183 0.44
N 0.200 0.794 -3.199 0.34
H -2.688 0.266 -2.469 0.50
C 3.556 2.709 1.094 -0.79
H -1.992 2.494 5.293 0.36
N 0.549 0.905 -5.243 1.16
C -0.164 -5.614 -2.806 -0.73
C 6.652 3.931 2.230 -0.14
C -3.484 -0.440 -0.567 1.03
C 2.763 3.269 0.076 0.17
H -2.347 -1.977 3.729 0.34
O -0.202 -1.710 -1.429 -0.92
C 4.354 5.131 -0.165 -1.11
H 0.654 -7.096 0.125 0.38
H -0.313 -5.828 -3.832 0.44
H 4.624 6.075 -0.634 0.38
H -4.181 1.000 0.814 0.34
H 2.107 1.628 -2.679 0.63
N 0.360 0.709 -6.596 -0.73
H 0.342 1.642 -6.983 0.26
C -4.693 -0.975 1.463 -0.84
C 0.158 -6.647 -1.927 -0.35
C 1.401 1.317 -3.446 -0.30
H -2.934 -2.141 -1.741 0.24
C -3.438 -1.811 -0.850 -0.05
C -1.703 2.211 4.266 -0.44
H -1.251 -2.961 2.798 0.37
H -5.285 -0.718 2.352 0.38
C -1.331 -2.033 3.330 -1.85
H 3.261 1.756 1.506 0.51
H -0.857 3.315 1.179 0.68
N -1.018 1.391 1.736 0.40
C 1.419 2.632 -0.373 0.72
H 7.294 3.309 1.550 0.24
C -2.774 0.540 -1.410 -2.59
C -1.191 0.488 2.682 0.36
C 0.331 -6.362 -0.584 -0.68
C 4.659 3.428 1.486 0.74
Cd -0.632 0.496 -0.667 2.35
C -1.357 3.142 3.301 -0.85
H -1.722 0.142 4.758 0.39
N -0.339 0.535 -4.346 -0.84
H -3.130 1.572 -1.312 0.54
C -0.176 -2.603 -0.552 0.06
Cl -5.094 -3.535 2.301 -0.30
C -4.127 -0.044 0.615 -0.23
N -0.623 -1.175 1.141 0.72
C 0.197 -5.062 -0.107 -0.17
C 5.084 4.578 0.855 0.85
O 1.404 1.373 -0.342 -1.15
C -1.590 0.855 3.962 -0.79
H 0.282 -7.670 -2.227 0.38
H -0.576 0.358 -6.706 0.32
C -0.999 -0.952 2.344 0.45
C -1.096 2.673 2.008 -0.71
H -1.280 4.173 3.578 0.42
C -0.255 -4.324 -2.329 -0.34
O 0.499 3.396 -0.671 -0.73
N -0.410 -2.476 0.766 -0.89
C -3.911 -2.739 0.030 -0.71
H 7.181 4.275 3.090 0.25
H 0.300 -4.839 0.943 0.40
O 5.527 3.150 2.553 -0.48
N 1.675 1.366 -4.742 -0.90
O 6.196 5.050 1.512 -0.49
H 2.520 4.865 -1.279 0.42
```

Results
Molecular weight in g mol⁻¹: 726.45
Gap between HOMO and LUMO in eV: 6.636
Multiplicity: 1
Energy in eV: -70777.5603
Energy relative to the best compared isomer or geometry (same formula, charge and spin) in kJ/mol: 0.0
Charge: -1

5.
DFT (ωB97M-V/def2-TZVPD) results for a single C4H10O molecule.

Structure (XYZ):
```
15
Properties=species:S:1:pos:R:3:mulliken_charge:R:1
H 2.349 -1.254 -0.570 0.29
H 0.612 -2.217 -0.664 0.28
H -1.692 -0.475 -0.071 0.41
H 1.032 -0.997 -1.800 0.32
O 0.387 -0.700 1.498 -0.52
C 1.214 -1.296 -0.752 -1.07
H -1.095 2.137 0.729 0.34
C 0.487 -0.187 0.175 0.15
C -1.072 1.975 -0.319 -1.15
H 1.229 0.620 -0.115 0.27
H -0.274 2.553 -0.813 0.33
H -2.104 2.077 -0.537 0.38
H -1.002 0.146 -1.613 0.24
H -0.383 -1.295 1.439 0.36
C -0.924 0.225 -0.433 -0.64
```

Results
Molecular weight in g mol⁻¹: 74.12
Gap between HOMO and LUMO in eV: 10.691
Multiplicity: 1
Energy in eV: -6355.5343
Energy relative to the best compared isomer or geometry (same formula, charge and spin) in kJ/mol: 218.9
SMILES: CC[C@H](C)O

6.
DFT (ωB97M-V/def2-TZVPD) results for a 2-piece molecular cluster, C2H5N2O overall.

Structure (XYZ):
```
10
Properties=species:S:1:pos:R:3:mulliken_charge:R:1
H 0.394 -0.638 -1.372 0.32
H -1.523 1.125 -0.805 0.27
C 0.215 -0.208 -0.400 -0.28
H -0.843 -0.848 1.360 0.30
H -0.605 1.491 0.719 0.24
C -0.806 0.776 -0.071 -0.20
N -0.938 -0.628 0.370 -0.20
N 2.498 0.435 0.334 0.29
H -1.648 -1.208 -0.085 0.30
O 3.256 -0.296 -0.049 -0.05
```

Results
Molecular weight in g mol⁻¹: 73.07
Gap between HOMO and LUMO (alpha / beta) in eV: 9.550 / 7.610
Multiplicity: 1
Energy in eV: -7170.4684
Energy relative to the best compared isomer or geometry (same formula, charge and spin) in kJ/mol: 536.8
Charge: +1

7.
DFT (ωB97M-V/def2-TZVPD) results for C2H6S2 as an isolated structure.

Structure (XYZ):
```
10
Properties=species:S:1:pos:R:3:mulliken_charge:R:1
S 1.463 -0.352 0.570 -0.28
H -0.364 0.252 -2.227 0.32
H -0.601 -0.149 1.723 0.32
H 0.728 -0.594 -1.119 0.25
S 0.261 1.569 -0.273 -0.21
H -0.911 2.195 -0.460 0.08
C -0.151 0.050 -1.175 -0.74
H -0.993 -0.474 -0.717 0.35
H 0.292 -1.718 2.117 0.26
C 0.275 -0.779 1.561 -0.35
```

Results
Molecular weight in g mol⁻¹: 94.20
Gap between HOMO and LUMO in eV: 7.485
Multiplicity: 1
Energy in eV: -23838.2734
Energy relative to the best compared isomer or geometry (same formula, charge and spin) in kJ/mol: 341.5

8.
DFT (ωB97M-V/def2-TZVPD) results for C18H44BrN3O2PTa as an isolated structure.

Structure (XYZ):
```
70
Properties=species:S:1:pos:R:3:mulliken_charge:R:1
H -1.205 2.820 -3.288 0.22
C -3.226 -1.216 -5.260 -0.66
C -1.372 3.503 -0.460 -1.13
H 0.032 0.613 3.449 0.54
H 2.830 4.259 0.537 0.49
H 5.042 0.976 5.244 0.33
H -2.003 3.437 -1.348 0.31
H -1.619 -0.973 3.855 0.30
H -3.710 -1.217 -3.122 0.28
C -0.479 2.265 -0.280 -0.40
H 2.558 2.987 -1.532 0.42
H 1.288 4.198 -1.398 0.23
H -2.831 -4.845 -6.840 0.44
C -4.069 -1.651 -4.052 -0.97
H -0.001 2.352 -4.478 0.46
H -5.100 -1.315 -4.185 0.37
H -0.547 -2.169 4.495 0.43
H 4.213 0.405 7.908 0.23
H -3.964 -3.552 -6.481 0.29
H 1.710 -3.299 5.206 -0.05
C -0.859 -1.395 -4.611 -0.52
H -2.673 -3.288 -7.663 0.33
O 1.485 2.810 3.709 -0.40
P 2.891 -2.545 4.932 0.32
H -4.091 -2.736 -3.936 0.24
C -0.880 -1.787 -3.129 -1.06
H 0.323 3.708 -3.401 0.37
H -3.057 -0.138 -5.210 0.33
H 4.507 -1.249 7.147 0.27
C -0.737 -1.103 4.490 -0.54
H -0.075 0.813 -2.451 -0.17
C -1.979 -3.299 -5.612 -0.34
H -3.825 -1.363 -6.163 0.36
C -2.920 -3.766 -6.713 -1.43
H -0.649 0.304 6.143 0.38
H -1.078 1.363 -0.434 0.29
N -1.942 -1.859 -5.465 0.11
H -2.249 -3.816 -4.677 0.26
N 3.602 -3.157 3.608 -0.75
C 2.048 3.498 0.488 -1.51
H 0.091 -1.575 -2.683 0.49
C 4.332 0.382 5.788 -0.29
H 3.041 -3.891 3.197 0.14
H -2.217 -0.454 5.949 0.40
H 1.215 3.854 1.090 0.30
H -2.037 3.597 0.401 0.42
H -0.787 4.421 -0.522 0.25
Ta 2.386 0.070 4.850 -0.05
C 1.661 3.251 -0.961 -0.33
H 0.077 -1.759 -5.048 0.33
C 4.372 -0.179 6.998 -0.43
C 2.001 2.345 4.758 0.06
N 0.713 2.160 -1.101 0.28
C -1.151 -0.612 5.865 -0.65
H -0.169 2.218 0.765 0.20
H 3.239 0.134 3.202 -0.32
H 0.657 -0.943 2.929 0.46
H 3.778 -2.795 6.035 -0.10
C 0.514 1.734 -2.464 -0.22
H -0.968 -3.631 -5.863 0.44
H -1.617 -1.214 -2.569 0.13
C -0.132 2.719 -3.455 -1.22
C 0.412 -0.340 3.803 -1.25
H -1.081 -2.849 -2.983 0.36
H 1.492 1.445 -2.865 0.39
H 2.426 2.591 0.957 0.33
H -0.805 -0.306 -4.689 0.24
O 2.313 3.021 5.762 -0.56
H 1.641 -0.031 6.566 -0.20
Br -0.786 -1.939 7.267 -0.26
```

Results
Molecular weight in g mol⁻¹: 626.40
Gap between HOMO and LUMO in eV: 3.197
Multiplicity: 1
Energy in eV: -108818.7822
Charge: -2